# 1
The following is a DFT calculation (ωB97M-V/def2-TZVPD) of a structure of composition C20H40IrNP3S2 at a distorted geometry.

```
67
Properties=species:S:1:pos:R:3:forces:R:3:mulliken_charge:R:1
Ir 0.01340 0.05778 -0.14074 0.9 -0.4 0.5 0.868
P 1.90664 1.19039 0.57426 1.9 1.0 0.4 0.851
P -1.37089 0.13205 1.62952 -0.5 -0.5 1.0 0.876
P -0.94335 1.73534 -1.27604 -1.2 1.2 -2.4 0.985
H 0.74503 -4.08909 -6.57966 -0.3 0.7 -0.4 0.296
C 0.74065 -3.04480 -6.96574 -0.6 -0.7 0.3 -0.248
C 1.94911 -2.43483 -7.00890 0.8 0.0 0.3 -0.272
H 2.74813 -2.79343 -6.31669 -0.5 0.4 -0.9 0.244
C 3.34698 0.22445 1.20148 -0.1 -0.1 0.0 -1.403
C 1.54216 2.38258 1.93290 0.1 0.0 -0.1 -1.253
C 2.72952 2.20536 -0.72933 0.0 0.0 0.2 -1.357
C -2.72418 -0.98611 1.16951 -0.3 0.2 0.4 -1.184
C -0.76934 -0.47901 3.22468 -0.3 0.0 0.1 -1.310
C -2.01730 1.77774 1.99993 -0.4 -0.1 0.4 -1.347
C -0.54078 2.11390 -3.07007 -0.1 0.2 0.2 -1.284
C -0.65920 3.42915 -0.59261 -0.3 -0.1 0.2 -1.324
C -2.77034 1.37274 -1.38314 0.2 0.4 -0.2 -1.332
H -0.20079 -2.59125 -7.31193 0.5 -0.4 -0.1 0.334
H 2.17245 -1.65668 -7.74946 0.0 -0.1 0.5 0.314
H 3.54723 -0.61406 0.51543 -0.1 0.2 0.3 0.349
H 3.15710 -0.15880 2.21701 0.1 0.2 -0.4 0.460
H 4.24102 0.87011 1.23769 -0.4 -0.1 0.0 0.506
H 1.08892 1.85722 2.79573 0.3 0.3 -0.5 0.237
H 0.85845 3.16448 1.55694 0.4 -0.4 0.3 0.328
H 2.49142 2.85878 2.24829 -0.5 -0.2 -0.1 0.542
H 3.21376 1.53057 -1.45806 -0.2 0.3 0.3 0.420
H 3.50641 2.81723 -0.23249 -0.3 -0.2 -0.4 0.538
H 2.02157 2.87022 -1.25249 0.5 -0.4 0.2 0.251
H -3.42944 -0.96162 2.00397 -0.3 -0.3 -0.2 0.468
H -2.34662 -2.00587 1.02593 0.0 0.3 0.2 0.343
H -3.21456 -0.66139 0.24664 0.0 -0.1 0.3 0.301
H -1.56204 -0.23053 3.93918 0.3 -0.2 0.2 0.590
H 0.16408 0.01338 3.52624 -0.3 -0.1 0.0 0.248
H -0.62191 -1.56532 3.19645 -0.1 0.3 0.1 0.449
H -2.67104 1.65028 2.86934 -0.1 0.3 -0.1 0.581
H -2.58561 2.19266 1.16174 0.1 -0.1 0.4 0.372
H -1.19609 2.45378 2.26567 -0.3 -0.2 0.0 0.348
H -1.14151 2.98100 -3.40319 0.2 -0.4 0.2 0.540
H -0.73536 1.27576 -3.75187 -0.1 0.1 0.3 0.392
H 0.51590 2.39344 -3.19171 -0.2 -0.1 0.2 0.386
H -1.25453 4.14406 -1.17614 0.1 -0.2 0.1 0.555
H 0.39778 3.71423 -0.67140 -0.4 -0.2 -0.1 0.370
H -0.95252 3.52176 0.45668 0.0 0.0 -0.3 0.321
H -3.21822 2.03121 -2.14376 0.0 -0.2 0.3 0.530
H -3.30767 1.50803 -0.43158 0.3 0.0 -0.5 0.374
H -2.89892 0.32177 -1.69788 0.1 0.5 0.0 0.228
C 0.59185 -1.87366 -3.24074 2.3 -0.3 0.1 1.257
C -0.80373 -1.89898 -3.41647 0.6 -0.7 -0.4 -0.214
C -1.30296 -2.97882 -4.19264 -0.1 0.6 0.5 -0.421
C -0.51257 -4.11424 -4.45300 -0.2 0.3 -0.6 -0.664
C 0.84976 -4.10221 -4.08934 1.7 0.6 -0.2 -1.081
C 1.44932 -2.91681 -3.64312 -1.1 -1.1 -0.4 -0.917
S 1.75137 -0.67313 -2.59249 -1.8 0.4 -0.4 -0.323
H 0.70535 0.16153 -2.27229 0.8 0.2 0.0 -0.336
H -1.40302 -1.10745 -2.95058 0.0 -0.3 -0.7 0.356
H -2.30778 -2.92337 -4.61616 0.1 -0.2 0.5 0.506
H -0.90555 -4.97408 -5.03429 0.1 0.7 0.7 0.526
H 1.50740 -4.95894 -4.27446 -0.5 0.1 0.0 0.495
H 2.54722 -2.71981 -3.62650 -1.0 -0.8 0.2 0.565
S 0.50950 -4.59654 0.58111 0.4 2.4 1.2 -0.025
C 1.35019 -3.67712 1.85944 -0.3 0.7 -1.0 -0.625
C 1.28224 -2.31469 1.64212 -0.7 -1.8 -0.7 -0.857
N 0.51833 -1.98203 0.51389 -0.3 -1.6 -0.9 0.273
C 0.02950 -3.07468 -0.10476 1.1 0.0 0.5 -0.362
H 1.87369 -4.15085 2.67873 -0.1 -0.2 -0.2 0.453
H 1.73560 -1.55130 2.26868 -0.3 -0.3 -0.3 0.538
H -0.52463 -3.06526 -1.05933 0.3 0.2 0.8 0.374
```
Forces are in eV/Å.

## Properties
Highest occupied orbital energy (alpha / beta)   -14.67 / -16.63 eV
Total charge   +3
Orbital gap (alpha / beta)   6.9 / 4.1 eV
Expectation value of S²   6.02
2S+1   5

=====

# 2
The following is a DFT calculation (ωB97M-V/def2-TZVPD) of a cluster of 2 separate species, C3H7NO2 in total.

```
13
Properties=species:S:1:pos:R:3:forces:R:3:mulliken_charge:R:1
N -1.85427 -1.77685 -1.14370 0.0 0.0 -0.1 -0.342
C -0.88984 -0.94163 -0.69739 0.0 0.1 -0.1 0.244
O -0.68320 0.17838 -1.13245 -0.1 -0.4 0.1 -0.575
C 0.88234 1.71789 0.99136 0.0 0.0 0.1 -0.868
C 1.50072 0.42955 0.53333 0.0 -0.1 0.2 0.194
O 1.47513 -0.60234 1.17077 0.0 0.4 -0.3 -0.531
H -1.93124 -2.70996 -0.77473 0.0 0.1 0.0 0.209
H -2.44454 -1.49597 -1.91147 0.1 0.0 0.1 0.240
H 0.26548 1.53937 1.87498 0.1 0.1 -0.1 0.249
H 0.27661 2.13246 0.18166 0.1 0.0 0.1 0.277
H 2.01618 0.46658 -0.44691 0.0 0.0 0.1 0.340
H 1.67498 2.43479 1.23553 -0.1 -0.1 0.0 0.332
H -0.28833 -1.37226 0.11902 -0.1 0.0 -0.1 0.230
```
Forces are in eV/Å.

## Properties
Highest occupied orbital energy   -9.64 eV
Orbital gap   10.6 eV
Structure (SMILES)   CC=O.NC=O

=====

# 3
The following is a DFT calculation (ωB97M-V/def2-TZVPD) of a cluster of 2 separate species, C3H10SSi in total at a distorted geometry.

```
15
Properties=species:S:1:pos:R:3:forces:R:3:mulliken_charge:R:1
C 0.90543 -1.89268 1.53650 -2.1 2.0 3.8 -1.087
C -1.32196 0.99002 0.20755 -0.8 -1.2 -2.3 -0.940
C 0.77517 -0.18031 -1.68699 0.2 -0.4 -0.5 -0.452
Si 0.38526 1.26632 -0.56563 -0.4 -1.3 -0.8 0.427
S -0.10034 -0.96888 -2.93488 -0.9 0.9 -0.4 -0.170
H -0.06169 -2.03789 2.01526 -0.2 -0.6 -0.7 0.295
H 1.17503 -2.43685 0.72422 1.2 -1.1 -2.1 0.440
H 1.34871 -1.14814 2.20334 1.1 -0.3 -1.1 0.351
H -1.96003 1.84045 0.39992 -0.4 0.3 -0.7 0.383
H -1.84718 0.09118 -0.35919 0.8 2.2 0.9 0.240
H -1.20406 0.61524 1.17492 0.7 -0.8 1.6 0.300
H 1.73031 -0.66547 -1.81356 0.6 0.3 1.0 0.415
H 0.77209 2.43895 -1.37192 -0.5 0.4 0.2 -0.166
H 1.34588 1.07290 0.46338 0.9 0.2 0.9 -0.148
H -0.80506 0.10895 -3.37433 -0.2 -0.5 0.1 0.112
```
Forces are in eV/Å.

## Properties
Highest occupied orbital energy (alpha / beta)   -8.84 / -7.55 eV
Orbital gap (alpha / beta)   8.8 / 7.7 eV

=====

Short version: ΔE to the lowest compared entry with this formula, charge and spin = 1.562 1.015 3.896 eV, in the order given.
Short version: total energy = -2764.4763 -323.7437 -807.8013 Eh, in the order given.